18
Properties=species:S:1:pos:R:3:mulliken_charge:R:1 method="wB97M-V/def2-TZVPD" e_lumo_ev="2.3 / 2.3" spin_multiplicity=1 homo_energy_ev="-5.05 / -5.04" total_charge=-1 e_above_lowest_ev=0.827 homo_lumo_gap_ev="7.3 / 7.3" energy_ha=-1511.82155
C 1.1279 -0.9382 -0.7904 0.65
C -0.3220 -0.5713 -0.7450 0.15
N 1.7247 -0.8997 0.3873 -0.32
N -1.0574 -0.5813 -1.8393 -0.45
O -1.7089 -2.1024 0.6955 -0.71
O 0.3486 2.9493 -0.7057 -0.71
O 1.7521 -1.2570 -1.8017 -0.73
O -2.3662 0.1859 0.6178 -0.57
O -0.3716 -0.3468 1.8682 -0.78
O -0.5002 2.1933 1.4681 -0.53
O 1.7795 1.6590 0.7500 -0.63
S -1.2783 -0.6932 0.7759 1.03
S 0.4095 1.8348 0.2159 1.05
H 1.2008 -0.6092 1.3066 0.37
H 2.7592 -1.0369 0.2727 0.19
H -2.0628 -0.8983 -1.5511 0.29
H -0.7698 1.3159 1.7330 0.44
H -0.6652 -0.2038 -2.6578 0.24